# 1
14
Properties=species:S:1:pos:R:3:forces:R:3 method="wB97M-V/def2-TZVPD" de_lowest_ev=3.109 molar_mass_g_mol=137.2 homo_energy_ev=-8.36 gap_ev=8.997 e_lumo_ev=0.64
C 0.75038 1.05313 -3.98129 1.146 -1.534 -1.803
C 0.98404 0.15276 2.13566 1.264 0.286 -1.202
C -1.08328 -0.16955 -1.07652 3.227 4.375 2.819
N 1.21257 -1.33205 -0.32898 1.431 -0.997 0.059
O 1.26968 0.28261 -4.65570 -1.114 1.814 1.361
S 2.06183 -0.09806 0.56531 -0.124 -0.281 1.086
S 0.50765 -0.67995 -1.77668 -0.183 -1.407 0.568
H 1.19565 -0.61132 2.90001 -0.384 0.271 -0.502
H 0.02523 0.12883 1.63490 -0.416 -0.092 0.898
H 1.19615 1.18039 2.53897 -0.130 -1.004 -0.568
H -1.99168 -0.50243 -1.41529 -1.850 -1.374 -1.035
H -1.03942 1.03075 -1.24197 -0.505 -2.708 0.536
H -0.92732 -0.32733 0.07482 -0.710 0.202 -2.372
H 1.81851 -2.23469 -0.46321 -1.651 2.447 0.155

---

# 2
13
Properties=species:S:1:pos:R:3:forces:R:3 method="wB97M-V/def2-TZVPD" de_lowest_ev=3.888 molar_mass_g_mol=121.2 homo_energy_ev="-7.36 / -7.47" gap_ev="7.319 / 8.191" e_lumo_ev="-0.04 / 0.72"
C -1.20652 0.03058 -0.40814 1.105 0.071 -2.387
C -0.55147 -1.25921 -0.12793 0.567 1.311 0.868
C -0.62740 1.21295 0.42246 -1.262 0.293 -1.202
N 1.42407 -0.19081 0.65588 -0.497 -1.677 0.413
S 1.09257 1.31250 0.11041 0.743 0.687 -0.572
S 2.84222 -0.95847 0.12485 -0.190 1.349 -0.201
H -1.11966 0.22433 -1.55424 -0.123 0.071 1.976
H -2.23461 -0.18582 -0.22404 -1.187 0.584 0.341
H -0.64719 -1.61260 0.86829 0.000 -0.507 0.612
H -0.35967 -1.94934 -0.89735 0.371 -0.694 -0.794
H -1.10583 2.17730 0.15864 0.348 -0.460 -0.025
H -0.77549 1.07877 1.46328 -0.228 -0.375 1.076
H 3.26900 0.11980 -0.59210 0.353 -0.652 -0.104

---

# 3
13
Properties=species:S:1:pos:R:3:forces:R:3 method="wB97M-V/def2-TZVPD" de_lowest_ev=1.153 molar_mass_g_mol=121.2 homo_energy_ev=-8.11 gap_ev=8.992 e_lumo_ev=0.88
C -0.17498 -2.94865 -1.20398 0.995 -1.431 -0.456
S 0.98333 -1.83131 -0.43637 0.247 0.574 0.468
C 0.02118 -0.34455 -0.37960 -0.115 -2.321 -1.837
N 0.30303 0.58948 0.36714 0.310 2.016 1.369
S -0.64999 2.00114 0.21413 -0.124 0.040 0.210
C 0.19232 2.98061 1.44518 1.564 -0.257 0.889
H 0.27597 -3.95831 -0.96640 -0.735 0.973 -0.358
H -1.15388 -2.88699 -0.78255 -0.587 -0.011 0.415
H -0.23840 -2.85255 -2.29364 0.109 0.089 0.229
H -0.74897 -0.35874 -1.15267 -0.346 0.206 0.057
H -0.28821 3.91545 1.67904 -0.611 0.305 -0.410
H 1.21523 3.23467 1.07682 -0.712 -0.299 0.402
H 0.26337 2.45975 2.43291 0.005 0.118 -0.977

---

# 4
14
Properties=species:S:1:pos:R:3:forces:R:3 method="wB97M-V/def2-TZVPD" de_lowest_ev=5.220 molar_mass_g_mol=153.3 homo_energy_ev=-8.83 gap_ev=8.924 e_lumo_ev=0.09
C -0.18443 -1.35380 -1.73961 0.604 -3.125 -2.892
C 0.20819 0.71972 0.15959 -0.861 0.915 -1.006
C -0.99543 1.13856 0.99101 -0.296 1.560 -2.498
H 0.55874 -1.84296 -0.81736 -2.424 0.991 -3.195
H -1.48855 -2.05973 -2.02734 4.030 2.355 1.421
H 0.39243 -1.38985 -3.06454 -1.580 -0.649 4.333
H -1.58238 2.02979 0.60781 0.894 -1.090 -0.381
H -0.52941 1.54081 1.79401 1.040 1.084 3.080
H -1.51123 -0.47966 2.55173 -0.686 0.118 -0.928
H 3.31256 0.06422 1.23018 -0.504 0.551 -3.090
N 1.35496 0.90395 0.67168 -0.249 -1.044 -0.496
S -0.12559 0.41380 -1.61144 -0.055 0.175 0.796
S -2.19657 -0.04070 1.42691 -0.122 -1.585 1.322
S 2.78673 0.35584 -0.17265 0.210 -0.257 3.533

---

# 5
14
Properties=species:S:1:pos:R:3:forces:R:3 method="wB97M-V/def2-TZVPD" de_lowest_ev=2.662 molar_mass_g_mol=153.3 homo_energy_ev=-8.35 gap_ev=6.594 e_lumo_ev=-1.75
C 1.24651 -1.94908 1.50947 2.159 0.215 1.837
C -1.68993 -1.02457 -0.83265 1.617 1.358 -0.614
C 1.01267 2.15747 0.51055 -1.418 0.972 -0.464
N 0.23475 -1.97599 0.72455 -1.861 0.351 -0.983
S 2.27350 -0.64655 1.84772 -0.440 -0.468 -0.073
S 0.02520 -0.68667 -0.33814 -0.478 0.964 0.547
S -0.68056 1.59658 0.04396 1.514 -1.881 0.493
H 1.51173 -2.86544 2.13525 -0.720 0.803 -1.295
H -2.16518 -1.50462 -0.06045 -1.089 -1.030 1.988
H -1.60792 -1.68551 -1.64927 -0.246 -0.547 -1.194
H -2.13689 -0.05555 -1.03622 -0.138 -0.340 -0.405
H 1.42588 2.61004 -0.45069 0.132 -0.902 1.669
H 1.40225 1.21418 0.98841 0.573 1.158 -0.732
H 0.85188 2.93433 1.30559 0.396 -0.653 -0.774

---

# 6
14
Properties=species:S:1:pos:R:3:forces:R:3 method="wB97M-V/def2-TZVPD" de_lowest_ev=0.079 molar_mass_g_mol=153.3 homo_energy_ev=-8.51 gap_ev=9.022 e_lumo_ev=0.51
C 2.66957 -0.07493 0.90147 -0.289 1.654 -1.118
S 2.35039 0.45846 -0.86981 0.171 -0.564 0.750
C 0.60352 0.71218 -0.76267 -0.922 -0.878 -0.079
S -0.47045 -0.83754 -0.67666 1.357 0.547 0.097
C -1.96967 -0.08674 -0.29167 -1.459 0.567 0.132
N -2.96642 -1.01516 -0.16935 1.753 -0.577 -0.141
S -2.27593 1.57557 -0.14504 0.136 -1.451 -0.082
H 2.63236 0.81094 1.57187 0.367 -0.672 -0.462
H 1.92148 -0.76449 1.19311 -0.823 -0.716 0.219
H 3.60526 -0.59501 0.85175 0.611 0.053 0.302
H 0.35676 1.29348 0.10083 -0.174 0.228 0.564
H 0.13745 1.20404 -1.60392 0.584 0.390 -0.378
H -2.72982 -2.03335 -0.14401 -0.644 1.550 -0.005
H -3.86449 -0.64746 0.04410 -0.670 -0.131 0.200

---

# 7
12
Properties=species:S:1:pos:R:3:forces:R:3 method="wB97M-V/def2-TZVPD" de_lowest_ev=1.786 molar_mass_g_mol=85.2 homo_energy_ev=-9.81 gap_ev=10.162 e_lumo_ev=0.35
H 1.46861 -3.19837 1.39808 -0.336 -0.004 -0.542
N 1.33208 -2.19488 1.41754 1.118 0.827 1.594
C 0.64872 -1.65432 0.51555 -0.760 -2.852 -0.623
C 0.37196 -0.26935 0.43920 1.654 1.230 0.495
C -0.44061 0.33043 -0.40548 -1.358 -1.528 -0.949
Si -0.89971 2.11506 -0.70963 0.543 -0.211 0.306
H 0.22947 -2.29848 -0.23054 -0.638 -0.282 -0.933
H 1.12973 0.17175 1.04899 -0.010 1.330 0.673
H -0.99772 -0.47599 -0.98371 0.298 1.271 0.325
H -1.35296 2.06105 -2.13365 -0.528 0.309 0.500
H 0.36884 2.94178 -0.83097 -0.674 -0.174 0.494
H -1.85842 2.47132 0.47461 0.691 0.085 -1.341

---

# 8
11
Properties=species:S:1:pos:R:3:forces:R:3 method="wB97M-V/def2-TZVPD" de_lowest_ev=0.006 molar_mass_g_mol=59.1 homo_energy_ev=-2.04 gap_ev=6.363 e_lumo_ev=4.32 total_charge=-1
C 1.34202 0.38767 -0.03099 -0.033 0.029 0.103
O 0.73854 0.32922 -1.14153 -0.027 -0.033 -0.120
C 2.68391 0.33911 0.25574 -0.005 -0.027 -0.097
C -2.38479 -0.43216 -0.14965 0.024 -0.219 0.043
H 0.69791 0.50052 0.88103 -0.001 -0.006 0.037
H 3.41419 0.22602 -0.54010 0.039 0.007 0.019
H 3.02507 0.40022 1.28211 -0.008 0.007 0.027
H -2.68108 -1.45367 0.09331 -0.014 -0.017 -0.001
H -1.63020 -0.44343 -0.93602 0.013 0.127 0.055
H -3.27058 0.12742 -0.44612 0.013 0.074 -0.054
H -1.93500 0.01908 0.73223 0.000 0.060 -0.012

---

# 9
11
Properties=species:S:1:pos:R:3:forces:R:3 method="wB97M-V/def2-TZVPD" de_lowest_ev=2.725 spin_multiplicity=2 molar_mass_g_mol=59.1 homo_energy_ev="-9.67 / -9.55" gap_ev="10.761 / 6.969" s2=0.756 e_lumo_ev="1.09 / -2.58"
C -1.26805 -0.33697 0.21437 0.190 -0.093 -0.201
C 0.13087 0.18806 0.40913 0.949 -0.945 -1.375
C 1.17041 -0.35803 -0.23663 0.041 0.485 0.535
H -1.94736 0.35080 -0.29508 0.247 0.192 0.046
H -1.13024 -1.21071 -0.44269 -0.353 0.147 0.245
H -1.78135 -0.65141 1.11890 0.185 -0.029 0.249
H 0.34175 1.03872 1.22061 0.256 -0.516 -1.614
H 2.17618 0.05394 -0.06160 -0.434 -0.457 -0.174
H 1.05814 -1.21851 -0.92297 0.063 0.682 0.307
O 0.22452 1.17545 2.49029 -3.013 0.460 1.792
H 0.51623 1.41847 3.37124 1.868 0.074 0.190

---

# 10
11
Properties=species:S:1:pos:R:3:forces:R:3 method="wB97M-V/def2-TZVPD" de_lowest_ev=5.722 molar_mass_g_mol=59.1 homo_energy_ev="-14.32 / -14.65" gap_ev="8.364 / 8.590" e_lumo_ev="-5.96 / -6.06" total_charge=+1
C -2.26908 -0.12336 0.15686 -2.859 -1.880 0.154
C 1.23129 1.12001 -0.05248 -0.405 -0.517 4.267
C 0.01291 0.49319 -0.42647 -1.174 0.219 -2.698
O -1.14092 0.34845 -0.07212 3.539 1.590 0.264
H -3.12912 0.45583 -0.08966 -0.195 0.666 -0.077
H -2.35510 -1.19105 0.24822 0.210 -0.225 0.516
H 1.90375 0.27787 -0.20071 0.689 0.003 0.083
H 1.60698 1.95504 -0.59853 -0.228 0.475 -1.028
H 1.18028 1.40548 1.06596 0.439 -0.314 -1.481
H 1.68725 -2.05828 -0.08506 -0.371 -0.619 0.122
H 1.27176 -2.68318 0.05399 0.356 0.602 -0.121

---

# 11
12
Properties=species:S:1:pos:R:3:forces:R:3 method="wB97M-V/def2-TZVPD" de_lowest_ev=2.932 molar_mass_g_mol=75.1 homo_energy_ev=-2.16 gap_ev=6.253 e_lumo_ev=4.09 total_charge=-1
O -0.15375 -0.76970 2.18772 -0.028 -0.465 0.239
C 0.08031 0.40326 1.59602 -1.499 -2.631 -2.007
C -0.36701 0.35989 -0.03112 0.980 0.107 1.254
C 0.36413 -0.72117 -0.81027 -0.210 1.943 -0.979
O 0.05351 -0.59942 -2.24361 -0.254 -0.245 -0.079
H -0.71183 1.10431 1.93640 1.187 1.285 0.316
H 1.18599 0.52186 1.53546 -0.173 1.562 0.287
H -0.11362 1.34646 -0.47204 0.028 -0.196 0.001
H -1.44116 0.26085 -0.03843 -0.501 -0.317 -0.043
H 1.41522 -0.39054 -0.78085 0.051 -1.033 0.538
H 0.11831 -1.74332 -0.54775 0.386 0.073 0.450
H -0.43011 0.22752 -2.33154 0.034 -0.083 0.021

---

# 12
12
Properties=species:S:1:pos:R:3:forces:R:3 method="wB97M-V/def2-TZVPD" de_lowest_ev=0.872 molar_mass_g_mol=75.1 homo_energy_ev=-15.76 gap_ev=10.157 e_lumo_ev=-5.60 total_charge=+1
C -2.82388 -0.14807 -0.08608 -0.670 1.056 1.288
C 1.83733 0.68820 0.07313 3.008 0.818 2.445
C 1.40491 -0.70012 0.05217 1.729 -0.081 0.637
O 0.27462 -1.09669 -0.06688 -2.291 0.266 -0.719
O -1.77297 0.16996 -0.63127 -0.692 0.248 -1.302
H -3.83177 0.24275 -0.40751 1.243 -0.334 -0.465
H -2.85466 -0.63015 0.89768 0.382 -0.608 -0.286
H 1.20282 1.40223 0.59956 -0.396 -0.017 -0.791
H 2.28637 0.96616 -0.85516 -0.484 0.521 -1.198
H 2.86024 0.78429 0.66109 -1.983 -0.665 -0.639
H 2.17502 -1.45610 0.20778 0.172 -0.220 -0.157
H -0.75804 -0.22245 -0.44451 -0.018 -0.983 1.187

---

# 13
13
Properties=species:S:1:pos:R:3:forces:R:3 method="wB97M-V/def2-TZVPD" de_lowest_ev=1.381 molar_mass_g_mol=106.1 homo_energy_ev=-9.96 gap_ev=10.834 e_lumo_ev=0.88
C 1.91757 -0.59118 0.67722 -3.324 2.761 0.189
P 0.09076 -0.11415 0.71755 1.972 -2.561 -1.436
O -0.72480 -0.91964 1.63973 -0.650 -0.415 0.020
C -0.54397 -0.01550 -1.02571 -3.409 -0.578 3.239
C -1.94255 0.77650 -0.74770 5.033 -1.539 -0.800
O -1.95412 1.80373 -0.19584 -0.945 2.292 1.122
H 2.30590 -0.10738 -0.16893 0.922 0.516 -1.167
H 2.19956 -0.08432 1.56560 0.925 0.038 0.903
H 2.02051 -1.59928 0.68099 0.545 -2.969 0.099
H 0.24672 1.12718 1.13601 -0.005 2.388 0.270
H -0.02761 0.51758 -1.73777 1.527 1.077 -1.493
H -0.93189 -0.98943 -1.35906 0.848 0.065 0.001
H -2.65607 0.19586 -1.18210 -3.439 -1.076 -0.946

---

# 14
13
Properties=species:S:1:pos:R:3:forces:R:3 method="wB97M-V/def2-TZVPD" de_lowest_ev=2.411 molar_mass_g_mol=107.2 homo_energy_ev=-2.52 gap_ev=6.648 e_lumo_ev=4.13 total_charge=-1
C -1.06313 0.74995 0.86442 1.648 2.717 0.972
C 0.57290 0.57533 -1.02595 0.609 -2.591 0.105
C 0.29725 0.26714 0.52638 1.418 -1.105 -1.822
O -0.74224 -2.62853 0.30308 -1.670 -0.175 -0.319
O 1.44071 -2.23082 -0.73838 -0.500 0.330 0.508
S 0.58533 -2.07133 0.47649 2.039 1.606 0.294
H -1.76357 0.27598 0.31802 -2.566 -1.879 -1.884
H -1.36709 0.74385 1.89651 0.122 -0.298 0.658
H -1.12504 1.82536 0.54555 -0.160 -0.391 0.259
H 1.62777 0.38864 -1.31737 -0.341 -0.155 0.561
H 0.44575 1.59823 -1.32504 -0.796 0.740 -0.109
H 0.03716 -0.19530 -1.77594 0.637 1.816 1.879
H 1.05421 0.70150 1.25223 -0.440 -0.615 -1.101

---

# 15
13
Properties=species:S:1:pos:R:3:forces:R:3 method="wB97M-V/def2-TZVPD" de_lowest_ev=4.513 molar_mass_g_mol=107.2 homo_energy_ev=-2.85 gap_ev=6.908 e_lumo_ev=4.06 total_charge=-1
C -0.31889 0.86092 -1.06864 1.501 2.174 1.541
C 1.15343 1.41618 0.05745 -4.678 -0.263 -2.263
C -1.26187 -1.53298 -0.00646 -0.227 0.982 -4.502
O -1.55487 0.54598 1.44306 -0.276 0.069 -0.764
O -2.86322 0.43853 -0.71337 -1.004 0.083 0.132
S -1.61532 0.24301 -0.00675 2.182 0.400 -0.579
H -0.66813 1.91157 -1.44973 0.197 -1.851 0.775
H 0.59894 1.30329 0.94582 -0.357 0.545 1.494
H 1.25853 2.47114 -0.23588 0.779 -0.755 0.170
H 1.87492 0.65873 0.09033 1.640 -0.449 -0.709
H -0.19597 -1.60133 -0.19037 -0.015 -0.337 -0.191
H -1.51673 -1.85293 0.89117 -0.989 -1.545 4.315
H -1.92829 -2.08731 -0.75030 1.247 0.948 0.580

---

# 16
13
Properties=species:S:1:pos:R:3:forces:R:3 method="wB97M-V/def2-TZVPD" de_lowest_ev=0.998 molar_mass_g_mol=107.2 homo_energy_ev=-3.96 gap_ev=7.322 e_lumo_ev=3.37 total_charge=-1
C 1.89838 0.85324 -0.44228 1.127 0.566 0.172
S 1.10893 0.37295 -1.98946 -0.004 -1.055 -0.036
C -0.18896 -0.67249 -1.23006 -1.007 1.059 -0.201
H 2.92139 0.45849 -0.35411 -0.334 -0.235 -0.091
H 1.33888 0.56466 0.44529 -0.284 -0.097 -0.135
H 2.04101 1.93784 -0.42271 -0.267 -0.002 -0.029
H -0.50935 0.04199 -0.48856 -0.264 -0.653 0.656
H -1.09660 -0.75110 -1.83298 0.357 0.138 -0.511
H -0.06301 -1.66944 -0.80205 0.925 0.343 -0.037
O -0.68694 -0.02203 2.20831 0.352 0.098 -0.091
C -1.82118 -0.27485 1.78012 -1.493 -0.494 -0.406
O -2.21923 -0.77812 0.69624 0.477 0.036 0.250
H -2.72333 -0.06114 2.43225 0.413 0.296 0.460

---

# 17
13
Properties=species:S:1:pos:R:3:forces:R:3 method="wB97M-V/def2-TZVPD" de_lowest_ev=1.588 molar_mass_g_mol=91.1 homo_energy_ev=-4.66 gap_ev=8.935 e_lumo_ev=4.27 total_charge=-1
O -0.65885 3.60177 -1.80386 -0.592 -0.423 0.475
C -1.25404 2.77731 -1.12474 0.541 -3.478 0.349
O -1.01317 1.43029 -1.07915 -0.683 3.616 -0.899
H -2.12995 3.04152 -0.45782 0.565 0.197 -0.397
H -0.73113 0.67094 -0.09018 1.073 -0.508 1.518
C -0.03245 -1.25020 0.42455 0.752 -0.930 0.125
O -0.19881 0.05281 0.77053 -1.648 1.572 -1.280
C 1.45488 -1.57859 0.68716 -0.694 -4.198 0.119
H -0.23877 -1.52371 -0.64330 0.022 0.498 0.365
H -0.70873 -1.94438 0.99883 0.477 0.291 -0.047
H 1.56983 -2.76604 0.87801 -0.137 2.227 -0.667
H 1.85510 -1.17633 1.58442 0.019 0.827 0.787
H 2.08609 -1.33539 -0.14446 0.305 0.311 -0.448

---

# 18
13
Properties=species:S:1:pos:R:3:forces:R:3 method="wB97M-V/def2-TZVPD" de_lowest_ev=0.856 molar_mass_g_mol=91.1 homo_energy_ev=-4.60 gap_ev=8.597 e_lumo_ev=4.00 total_charge=-1
O -1.79064 0.66041 0.27398 -0.129 -0.725 0.458
C -1.78172 -0.57629 0.61051 -0.200 0.858 -0.891
O -1.99634 -1.09325 1.69522 -0.169 -0.278 0.606
H -1.54786 -1.25131 -0.25581 0.050 -0.212 0.043
H -0.27725 0.84286 0.06938 0.108 0.049 -0.624
C 1.22040 0.25658 -1.18457 -0.137 -1.070 -0.233
O 0.70774 0.95163 -0.11001 0.540 0.720 0.448
C 2.64780 -0.13959 -0.87953 1.110 0.372 0.410
H 0.66930 -0.68678 -1.35726 -0.124 0.243 -0.093
H 1.21600 0.79746 -2.14446 -0.214 0.286 0.111
H 3.22332 -0.53897 -1.72700 -0.367 0.023 -0.018
H 3.21748 0.72363 -0.49610 -0.251 -0.023 -0.263
H 2.70542 -0.85890 -0.06609 -0.219 -0.242 0.045

---

# 19
13
Properties=species:S:1:pos:R:3:forces:R:3 method="wB97M-V/def2-TZVPD" de_lowest_ev=1.763 spin_multiplicity=2 molar_mass_g_mol=91.1 homo_energy_ev="-10.26 / -10.25" gap_ev="10.904 / 6.607" s2=0.755 e_lumo_ev="0.65 / -3.65"
C 1.67222 0.40215 -1.04116 -1.131 0.217 -0.230
O 1.09737 1.47350 -1.78265 -0.713 0.104 0.910
H 0.26542 1.56615 -1.27957 0.326 0.570 -1.063
H 1.45675 -0.51037 -1.55963 -0.428 -0.950 -0.123
H 1.14675 0.39410 -0.05024 1.513 -0.177 -0.577
H 2.73762 0.46394 -1.10344 0.726 0.407 0.833
C -0.74776 -1.14132 1.23388 -1.738 2.702 -1.178
C -1.77273 0.04765 0.78766 -0.461 -0.388 0.476
O -1.27611 0.55047 -0.31221 -0.121 -0.212 0.231
O -2.76982 0.38537 1.36177 0.229 -0.151 0.009
H -0.87355 -1.78269 0.35861 0.390 -0.778 0.890
H -1.03870 -1.35272 2.27501 0.203 -0.453 -0.797
H 0.10254 -0.49625 1.11197 1.205 -0.892 0.619